1.
DFT (ωB97M-V/def2-TZVPD) results for an isolated molecule of C16H16N6OS at a distorted geometry.

Results
Energy relative to the best compared isomer or geometry (same formula, charge and spin): 68.2 kcal per mole
Total charge: 0
LUMO energy: 0.162 eV
SMILES: CCc1ccc(NC(=O)CSc2nnnn2-c2cccnc2)cc1

Each line ends with the natural charge from an NBO analysis.
Positions of all 40 atoms, in Å:
C (-5.13014, -1.87455, 0.51630)  -0.606
C (-4.89391, -0.36997, 0.53565)  -0.418
C (-3.54530, 0.08107, 0.03961)  -0.013
C (-3.21236, 1.42900, 0.15613)  -0.193
C (-1.99424, 1.90534, -0.27711)  -0.216
C (-1.06888, 1.03411, -0.84498)  0.112
N (0.17288, 1.56965, -1.23373)  -0.602
C (1.30996, 0.90292, -1.52461)  0.666
O (1.41657, -0.29382, -1.68766)  -0.601
C (2.53923, 1.80449, -1.60282)  -0.615
S (2.71903, 2.82937, -0.08780)  0.284
C (1.89773, 1.81567, 1.06933)  0.149
N (0.91504, 2.22840, 1.83818)  -0.298
N (0.52186, 1.17829, 2.53732)  -0.047
N (1.18718, 0.14534, 2.24040)  -0.048
N (2.09764, 0.48706, 1.31905)  -0.219
C (3.00354, -0.43926, 0.79109)  0.085
C (2.60536, -1.76268, 0.63381)  -0.138
C (3.51460, -2.65334, 0.09625)  -0.238
C (4.77193, -2.18285, -0.25927)  0.044
N (5.15496, -0.93057, -0.08418)  -0.407
C (4.29856, -0.07391, 0.43522)  0.016
C (-1.38638, -0.30991, -0.97408)  -0.187
C (-2.61413, -0.77308, -0.53208)  -0.226
H (-5.09898, -2.26224, -0.49932)  0.204
H (-6.11045, -2.09679, 0.93217)  0.214
H (-4.38211, -2.38954, 1.11455)  0.207
H (-5.01759, -0.00309, 1.55871)  0.212
H (-5.66179, 0.11994, -0.07196)  0.211
H (-3.91932, 2.11327, 0.60219)  0.212
H (-1.74710, 2.95091, -0.16075)  0.211
H (0.24423, 2.57204, -1.10154)  0.410
H (3.42900, 1.18967, -1.74241)  0.254
H (2.45699, 2.51919, -2.42179)  0.252
H (1.60752, -2.05687, 0.91911)  0.245
H (3.24966, -3.68724, -0.05496)  0.226
H (5.51169, -2.83582, -0.70163)  0.197
H (4.66469, 0.93452, 0.57996)  0.209
H (-0.67577, -0.99146, -1.41103)  0.240
H (-2.83138, -1.82326, -0.64136)  0.213



2.
DFT (ωB97M-V/def2-TZVPD) results for the ion C16H16NO3 with charge +1 at a distorted geometry.

Results
Energy relative to the best compared isomer or geometry (same formula, charge and spin): 0.0 kcal per mole
Total charge: +1
LUMO energy: -4.155 eV
SMILES: C=CC[n+]1cc(CC(=O)OC(C)=O)c2ccccc2c1

Each line ends with the natural charge from an NBO analysis.
Positions of all 36 atoms, in Å:
C (-4.12806, 1.78842, -1.73288)  -0.347
C (-2.86094, 1.56445, -2.14831)  -0.220
C (-1.62174, 1.95289, -1.37885)  -0.260
N (-1.03326, 0.70441, -0.82826)  -0.256
C (0.23818, 0.34681, -1.15808)  0.046
C (0.80569, -0.77976, -0.65397)  0.025
C (2.24668, -1.05086, -1.04302)  -0.534
C (3.09452, 0.08681, -0.50991)  0.807
O (3.77038, 0.76688, -1.22315)  -0.507
O (3.05208, 0.25962, 0.85668)  -0.569
C (2.51895, 1.48512, 1.28263)  0.832
C (3.49777, 2.50223, 1.77891)  -0.735
O (1.33698, 1.66882, 1.27146)  -0.551
C (0.04986, -1.62157, 0.20422)  -0.008
C (0.53488, -2.81199, 0.78570)  -0.145
C (-0.28286, -3.55985, 1.58588)  -0.150
C (-1.61879, -3.19316, 1.85231)  -0.182
C (-2.11207, -2.03800, 1.32800)  -0.150
C (-1.28363, -1.23799, 0.50397)  -0.090
C (-1.76753, -0.04367, -0.03291)  0.167
H (-4.52510, 2.77466, -1.50994)  0.223
H (-4.82454, 0.95496, -1.68886)  0.213
H (-2.66006, 1.05249, -3.08860)  0.223
H (-0.88269, 2.42909, -2.02197)  0.229
H (-1.84191, 2.63299, -0.55980)  0.240
H (0.76819, 1.01513, -1.82003)  0.240
H (2.56853, -1.97493, -0.57048)  0.253
H (2.37395, -1.11171, -2.11830)  0.266
H (3.06353, 2.91816, 2.68764)  0.254
H (3.58776, 3.31839, 1.06641)  0.267
H (4.44930, 2.05007, 2.03871)  0.247
H (1.54477, -3.15833, 0.63248)  0.221
H (0.10406, -4.46544, 2.03311)  0.238
H (-2.26600, -3.79707, 2.47116)  0.242
H (-3.12749, -1.70690, 1.49881)  0.231
H (-2.76937, 0.27883, 0.20925)  0.242



3.
DFT (ωB97M-V/def2-TZVPD) results for a cluster of 2 separate species, C16H16NO5 in total at a distorted geometry.

Results
Energy relative to the best compared isomer or geometry (same formula, charge and spin): 0.0 kcal per mole
Total charge: -1
LUMO energy: 1.263 eV

Each line ends with the natural charge from an NBO analysis.
Positions of all 38 atoms, in Å:
C (2.27120, 1.64850, 3.27933)  -0.285
C (0.93275, 1.76443, 3.13552)  -0.213
C (0.55971, 3.17296, 3.37746)  0.739
O (-0.50457, 3.74973, 3.28329)  -0.491
O (1.74037, 3.83857, 3.75752)  -0.523
C (2.84781, 2.96031, 3.62417)  0.753
O (3.97722, 3.34901, 3.79693)  -0.519
H (2.88402, 0.75390, 3.23738)  0.245
H (0.18407, 1.01908, 2.91812)  0.267
C (-4.35989, 0.36395, -1.86450)  -0.621
C (-3.27217, 1.37648, -1.64578)  -0.077
O (-2.31260, 0.77555, -0.73904)  -0.517
C (-1.39168, 1.68984, -0.38751)  0.744
C (-0.06765, 1.06395, -0.06439)  -0.107
C (1.01537, 2.01241, 0.19544)  -0.660
N (0.02665, -0.21058, -0.34392)  -0.360
C (1.07233, -0.97307, -0.30462)  -0.174
C (1.01823, -2.30652, -0.82752)  -0.043
C (2.19348, -3.07640, -0.97843)  -0.246
C (2.12164, -4.35294, -1.51088)  -0.217
C (0.88214, -4.88760, -1.90159)  -0.295
C (-0.28200, -4.11051, -1.79167)  -0.232
C (-0.21752, -2.83084, -1.25467)  -0.181
O (-1.56906, 2.89697, -0.41602)  -0.691
H (-5.06936, 0.77082, -2.59016)  0.196
H (-3.93992, -0.57676, -2.24303)  0.212
H (-4.88862, 0.17433, -0.92045)  0.206
H (-2.74057, 1.63192, -2.57482)  0.169
H (-3.65440, 2.30654, -1.20768)  0.195
H (0.58351, 2.86811, 0.72940)  0.223
H (1.80512, 1.55446, 0.79614)  0.186
H (1.46349, 2.35843, -0.75154)  0.198
H (2.03030, -0.59880, 0.09286)  0.121
H (3.14020, -2.62995, -0.67359)  0.195
H (3.03056, -4.94138, -1.63076)  0.193
H (0.83295, -5.89721, -2.30598)  0.191
H (-1.23962, -4.50782, -2.13533)  0.194
H (-1.10350, -2.19987, -1.15969)  0.225



Q: Look up the energy relative to the best compared isomer or geometry (same formula, charge and spin) of the first one.
A: 68.2 kcal per mole



Q: What is the energy relative to the best compared isomer or geometry (same formula, charge and spin) in the first record?
A: 68.2 kcal per mole